No. 1
A single C2H3NOS2 molecule at a distorted geometry, computed with ωB97M-V/def2-TZVPD.

```
9
Properties=species:S:1:pos:R:3:forces:R:3
C 1.107303 -0.359275 -0.089368 1.983 3.290 -1.815
C -1.251462 -0.309611 0.280193 1.889 -0.606 1.392
H 0.992822 1.751255 -0.397144 1.214 2.838 -1.036
H -2.185750 -0.623221 -0.113746 -1.093 -0.005 0.395
H -1.070220 -0.160887 1.480723 -0.745 -0.316 -3.076
N 0.509248 0.954826 -0.219941 -1.756 -7.681 2.174
O -0.847708 0.754892 -0.501052 -0.600 1.863 0.137
S 2.759972 -0.350608 -0.104355 -0.507 -0.632 0.413
S -0.014208 -1.657369 -0.335313 -0.385 1.249 1.416
```
Forces are in eV/Å.

Computed properties:
LUMO level = 0.000 Eh
Orbital gap = 8.59 eV
Relative energy (zero: lowest compared OMol25 entry of this formula, charge and spin) = 76.3 kcal/mol
SMILES = S=C1NOCS1
Molar mass = 121.2 g/mol
Net charge = 0

Charges in e, computed with Löwdin, in the same order as the atoms: -1.182, -0.391, 0.087, 0.071, 0.161, -0.050, -0.185, 0.581, 0.909

No. 2
A single C3H4NOPS2 molecule at a distorted geometry, computed with ωB97M-V/def2-TZVPD.

```
12
Properties=species:S:1:pos:R:3:forces:R:3
C -0.270401 1.696013 0.238547 -0.013 -1.743 0.442
C 0.636223 0.608862 0.105332 -2.045 0.621 0.971
C -2.292295 -0.080079 0.105122 -0.119 -0.288 -1.236
N 0.113854 -0.551414 0.049649 -0.335 -0.762 -0.382
O 1.955319 0.749615 0.180035 1.868 1.240 0.371
P 1.008020 -1.980376 0.300946 1.180 0.091 -0.559
S -3.206922 -1.280020 -0.318132 0.566 0.357 0.733
S -1.934594 1.504432 0.010329 0.283 -0.924 0.495
H -0.045464 2.592031 -0.158379 1.073 3.336 -0.817
H 2.283895 1.604671 0.572778 -0.961 -1.143 -0.688
H 1.827288 -2.156483 -0.961445 -1.026 0.274 1.070
H -0.074923 -2.707251 -0.124783 -0.471 -1.059 -0.400
```
Forces are in eV/Å.

Computed properties:
LUMO level = -0.044 Eh
Orbital gap = 6.11 eV
Relative energy (zero: lowest compared OMol25 entry of this formula, charge and spin) = 87.4 kcal/mol
Molar mass = 165.2 g/mol
Net charge = 0

Charges in e, computed with Löwdin, in the same order as the atoms: -0.419, -0.658, -1.031, -0.308, 0.038, 0.766, 0.718, 0.992, -0.006, 0.151, -0.084, -0.158

No. 3
A 2-piece molecular cluster, C7H18F2N2Si2 overall at a distorted geometry, computed with ωB97M-V/def2-TZVPD.

```
31
Properties=species:S:1:pos:R:3:forces:R:3
C 2.974137 -0.366705 0.118165 1.386 1.060 -4.473
C 0.518156 -2.949635 -0.395175 -0.913 -0.412 1.989
C -1.255617 -2.075189 1.950380 -0.098 2.377 -1.882
C -2.146214 -1.838432 -1.182679 -1.353 0.721 4.801
C -1.640347 2.306969 0.165054 3.020 2.376 0.120
C 0.668751 2.266943 -1.885060 -0.158 0.597 -1.116
C 1.146805 2.524761 1.369645 -1.634 -2.243 -0.273
N 2.165028 -0.684584 0.950784 -2.990 -0.715 1.892
N -0.175901 -0.056004 -0.140299 1.880 1.479 0.363
F 4.220664 -0.236740 0.384005 1.693 0.171 0.326
F 2.810930 -0.094886 -1.227316 -0.226 -0.500 2.175
Si -0.669671 -1.629483 0.141262 -1.979 -2.690 0.164
Si 0.173528 1.648531 -0.139091 -1.529 1.238 0.220
H 0.932542 -2.634692 -1.256168 1.864 1.186 -3.132
H 1.292261 -3.204954 0.300368 0.404 -0.016 0.497
H 0.015186 -3.851097 -0.679888 -0.673 -0.608 0.153
H -1.781891 -3.037316 2.033623 0.046 0.646 0.089
H -0.404866 -1.951756 2.622217 -0.169 -0.216 0.098
H -1.880442 -1.112473 2.002274 0.163 -1.640 0.823
H -1.703099 -1.669532 -2.100561 0.357 0.687 -2.047
H -2.540913 -2.862115 -1.086399 0.135 0.339 -0.138
H -2.980933 -1.102160 -0.784022 1.544 -1.289 -1.503
H -1.527478 3.444448 -0.045168 -0.447 -1.719 0.512
H -2.414236 1.926809 -0.397565 -1.534 -0.880 -1.621
H -1.881315 2.126607 1.190317 -0.098 0.159 0.841
H 1.439381 1.680366 -2.380699 0.102 -0.494 0.237
H -0.226789 2.155680 -2.609063 1.193 0.431 1.309
H 1.133835 3.305495 -1.992427 -1.109 -1.048 0.509
H 1.859348 1.810437 1.806489 0.150 0.640 -0.190
H 1.518309 3.494350 1.125739 0.617 0.466 -0.329
H 0.360839 2.666350 2.141266 0.356 -0.100 -0.412
```
Forces are in eV/Å.

Computed properties:
LUMO level (spin up / spin down) = -0.063 / -0.090 Eh
Orbital gap (spin up / spin down) = 7.31 / 6.86 eV
Molar mass = 224.4 g/mol
Net charge = 0

Charges in e, computed with Löwdin, in the same order as the atoms: -0.575, -0.190, -0.179, -0.161, -0.176, -0.210, -0.156, 0.316, -0.063, 0.192, 0.090, 0.341, 0.448, -0.022, 0.022, 0.033, 0.025, 0.008, 0.030, -0.024, 0.020, 0.060, 0.069, -0.021, 0.004, -0.013, 0.056, 0.046, -0.001, 0.006, 0.025

No. 4
A 5-piece molecular cluster, C31H49BClN2O17PSSi overall at a distorted geometry, computed with ωB97M-V/def2-TZVPD.

```
104
Properties=species:S:1:pos:R:3:forces:R:3
C 2.862037 3.018031 0.285144 0.385 -0.511 1.284
C 1.291724 2.922931 0.604409 0.155 0.805 -0.211
C 0.340926 2.656954 -0.670108 -1.696 0.024 0.880
Cl 1.182120 2.942378 -2.303634 -0.679 -0.321 1.116
C -0.449727 1.249503 -0.622561 -0.248 -3.034 -0.345
C 0.184364 -0.144037 -0.828378 -2.828 2.336 0.820
C 1.746315 -0.322553 -1.090099 0.413 -0.743 -0.093
C 2.551050 -0.959212 0.171426 -1.651 -0.600 0.511
O 3.189360 0.035962 1.008013 -0.327 -1.569 0.654
Si 3.150863 -0.430693 2.698803 0.165 0.640 0.204
C 1.461099 0.090284 3.514850 -0.513 -0.292 -0.487
C 3.305334 -2.321670 2.983317 -0.410 -0.465 0.204
C 4.581582 0.448907 3.634986 -0.005 0.258 -0.281
C -0.731746 -1.458697 -0.749520 -3.376 1.886 0.701
B -0.074005 -2.959311 -0.977734 0.690 -1.022 -0.978
C 0.590692 -3.824816 0.240832 -0.636 0.431 0.165
O -0.043881 -3.535237 -2.320724 1.048 1.925 2.011
C -2.274527 -1.403981 -0.463567 2.533 2.471 -0.507
P -3.381134 -2.918284 -0.334635 -0.982 -3.070 1.102
O -2.794914 -4.055186 0.512847 -0.751 3.073 -2.569
O -3.826974 -3.417778 -1.923692 0.241 2.390 3.252
O -4.871974 -2.477241 0.426543 1.808 -0.274 -2.694
C -2.935457 0.008999 -0.282569 -0.295 2.563 0.176
N -4.291609 0.407298 -0.050361 2.739 -0.578 -0.456
S -4.503834 2.100400 0.102756 5.316 -3.449 -0.967
N -2.825883 2.480042 -0.116449 1.347 -2.863 -0.598
C -2.019575 1.298204 -0.349703 -2.162 0.571 0.523
H 3.239163 2.304312 -0.521042 -0.702 0.995 1.169
H 3.408973 2.709425 1.259119 -0.905 0.561 -1.714
H 3.235076 4.074040 0.042027 -0.959 -1.487 0.226
H 1.027249 2.154539 1.414636 0.677 0.975 -1.369
H 0.990112 3.951565 1.048241 0.380 -1.706 -0.785
H -0.489593 3.463412 -0.626934 1.385 -1.501 -0.325
H 1.889785 -1.065312 -1.971305 -0.380 1.209 1.352
H 2.297320 0.630152 -1.392549 -1.173 -1.183 0.427
H 3.270612 -1.806349 -0.158628 -0.959 1.596 0.394
H 1.731467 -1.457380 0.829990 1.237 0.454 -1.225
H 1.664786 0.863349 4.332344 -0.506 -1.166 -1.030
H 0.957616 -0.870704 3.914621 0.752 1.671 -0.302
H 0.727598 0.528316 2.741583 1.091 -0.569 1.201
H 3.357879 -2.488269 4.128788 0.059 0.238 -1.844
H 4.194464 -2.818265 2.465916 -1.220 0.619 0.775
H 2.325932 -2.800587 2.634594 1.408 0.375 0.431
H 5.571553 -0.058484 3.361815 -1.294 0.736 0.606
H 4.651687 1.552310 3.311362 -0.049 -1.633 0.745
H 4.352875 0.358986 4.768515 0.582 0.223 -1.865
H 0.096646 -3.440152 1.211078 0.914 -0.937 -1.265
H 1.732006 -3.699236 0.321493 -1.675 -0.176 -0.222
H 0.347364 -4.929389 0.047167 0.348 1.598 0.464
H 0.814096 -3.238056 -2.732429 -1.083 -0.628 0.086
H -4.479904 -2.717862 -2.221564 0.642 -1.143 -0.323
H -5.585244 -2.430568 -0.265043 0.924 -0.034 0.951
C -0.081584 -7.731901 -4.045392 -0.329 0.286 0.098
C 1.123102 -7.004959 -4.602794 -0.911 -0.845 0.167
C 2.418811 -7.431552 -3.979428 0.345 -0.629 -0.098
O 3.226470 -6.271884 -4.141079 -0.225 0.720 0.023
C 2.372329 -5.209766 -4.141021 0.010 0.674 0.063
O 2.712544 -4.063278 -4.031909 -0.297 -0.754 0.038
O 1.080883 -5.618985 -4.274628 0.963 0.396 -0.004
H -1.004398 -7.309392 -4.450674 0.111 -0.108 -0.049
H -0.045050 -8.796623 -4.287901 0.055 0.100 -0.049
H -0.138587 -7.621272 -2.958811 0.125 -0.005 -0.097
H 1.148076 -7.094355 -5.694786 0.119 0.011 0.068
H 2.864154 -8.291996 -4.481844 0.128 0.220 0.016
H 2.336484 -7.646020 -2.909023 -0.182 0.001 -0.080
C 8.565654 5.144119 -0.646659 0.265 0.164 0.308
C 7.707997 4.035747 -0.075226 0.712 0.629 -0.697
C 6.263347 4.135349 -0.467374 -0.324 -0.187 -0.628
O 5.611905 3.474967 0.610541 0.646 0.103 0.581
C 6.406974 3.653414 1.703982 -0.226 -0.165 0.969
O 6.069761 3.429033 2.831149 0.261 0.179 -0.944
O 7.635038 4.126897 1.344974 -0.687 -0.309 0.276
H 9.580431 5.088401 -0.244479 -0.071 -0.087 -0.133
H 8.614472 5.081345 -1.736284 -0.023 -0.071 0.092
H 8.173325 6.126641 -0.369106 -0.092 -0.135 -0.045
H 8.131789 3.058046 -0.331134 -0.136 0.014 0.005
H 6.050173 3.639145 -1.415935 -0.128 -0.067 0.202
H 5.894467 5.165379 -0.512319 0.196 0.014 -0.014
C -9.397329 0.755041 -2.244582 -0.299 -0.334 -0.104
C -8.062823 0.131437 -1.897506 -0.979 0.812 0.073
C -6.902296 0.777800 -2.592919 0.263 0.697 0.148
O -5.956069 -0.282328 -2.646191 -0.225 -0.901 -0.172
C -6.676699 -1.436035 -2.683934 -0.067 -0.230 -0.244
O -6.218919 -2.514026 -2.957401 -0.243 0.823 0.429
O -7.983944 -1.209202 -2.377588 0.990 -0.444 -0.241
H -10.214627 0.181104 -1.800568 0.103 0.127 0.074
H -9.454777 1.785371 -1.885985 0.067 -0.104 0.026
H -9.563606 0.750061 -3.325610 0.145 0.037 0.079
H -7.925007 0.111094 -0.810504 0.120 -0.008 -0.085
H -6.503591 1.630837 -2.041642 0.164 -0.210 -0.064
H -7.127613 1.088797 -3.618098 -0.145 -0.037 0.093
C -4.528245 2.967512 4.016190 0.080 -0.317 0.324
C -3.788593 4.243984 4.352895 -0.811 -0.753 -0.314
C -3.033828 4.820653 3.191242 -0.201 0.309 -0.575
O -1.989935 5.539072 3.836988 0.184 -0.202 0.498
C -1.751362 4.891900 5.014147 0.939 0.135 0.714
O -0.795716 5.080096 5.709792 -0.837 -0.127 -0.594
O -2.744337 3.997233 5.290565 0.538 0.530 -0.129
H -4.968651 2.531172 4.916414 -0.063 0.125 -0.101
H -5.322925 3.153507 3.289712 0.058 0.059 0.076
H -3.847389 2.215819 3.606310 0.000 0.159 -0.049
H -4.475246 4.975233 4.794615 0.095 0.045 -0.073
H -3.646610 5.486050 2.580215 0.204 0.085 0.097
H -2.580174 4.060324 2.546616 -0.158 -0.094 0.073
```
Forces are in eV/Å.

Computed properties:
LUMO level = -0.062 Eh
Orbital gap = 7.13 eV
SMILES = CC[C@@H](Cl)c1c(CCO[Si](C)(C)C)c(B(C)O)c(P(=O)(O)O)c2nsnc12.C[C@@H]1COC(=O)O1.C[C@@H]1COC(=O)O1.C[C@@H]1COC(=O)O1.C[C@@H]1COC(=O)O1
Molar mass = 859.1 g/mol
Net charge = 0

These are the Löwdin partial charges, in e, on atoms 1 to 99: -0.154, -0.212, -0.572, 0.562, -0.057, -0.043, -0.097, -0.246, -0.269, 0.483, -0.176, -0.198, -0.187, 0.050, -0.405, -0.037, 0.043, -0.101, 0.667, -0.311, -0.180, -0.192, -0.221, -0.297, 0.905, -0.290, -0.169, 0.050, 0.075, 0.081, 0.089, 0.120, 0.093, 0.130, 0.079, 0.139, 0.087, 0.044, 0.046, 0.020, 0.060, 0.049, 0.022, 0.046, 0.023, 0.056, 0.081, 0.066, 0.086, 0.089, 0.031, 0.060, -0.017, -0.342, -0.108, 0.068, -0.529, 0.144, 0.085, 0.092, 0.091, 0.093, 0.161, 0.142, 0.143, -0.023, -0.344, -0.109, 0.016, -0.519, 0.151, 0.091, 0.088, 0.091, 0.091, 0.162, 0.146, 0.144, -0.018, -0.339, -0.112, 0.053, -0.520, 0.145, 0.101, 0.090, 0.093, 0.093, 0.163, 0.106, 0.146, -0.028, -0.346, -0.115, 0.063, -0.534, 0.160, 0.088, 0.089

No. 5
A single C4H9NO molecule, computed with ωB97M-V/def2-TZVPD.

```
15
Properties=species:S:1:pos:R:3:forces:R:3
C 1.019582 1.061732 -0.939007 0.091 0.170 -0.032
N 0.244520 -0.133821 -0.628832 0.147 -0.277 0.250
C 0.827110 -1.231674 -0.182146 -0.045 0.149 -0.165
C -1.114845 -0.013564 -0.230076 -0.230 -0.011 -0.075
C -0.996167 -0.038313 1.417051 0.330 -0.001 -0.284
O -2.059427 -0.117638 2.062437 -0.001 -0.038 0.002
H 1.127091 1.162960 -2.022651 -0.016 -0.007 0.124
H 2.011623 0.998858 -0.485665 -0.132 -0.019 -0.049
H 0.506369 1.940621 -0.547882 0.060 -0.107 -0.038
H 1.912233 -1.269851 -0.150505 -0.155 0.028 0.057
H -0.221828 -1.005167 1.361307 -0.067 0.116 -0.018
H 0.282209 -2.166486 -0.215471 -0.033 0.122 0.084
H -1.713811 -0.879553 -0.519358 0.085 0.086 0.054
H -1.564903 0.910420 -0.597506 0.038 -0.108 0.103
H -0.259757 0.781475 1.678305 -0.073 -0.103 -0.013
```
Forces are in eV/Å.

Computed properties:
LUMO level (spin up / spin down) = -0.005 / -0.005 Eh
Orbital gap (spin up / spin down) = 7.73 / 7.73 eV
Relative energy (zero: lowest compared OMol25 entry of this formula, charge and spin) = 101.8 kcal/mol
Molar mass = 87.1 g/mol
Net charge = 0

Charges in e, computed with Löwdin, in the same order as the atoms: -0.027, -0.260, 0.047, -0.125, -0.481, -0.101, 0.095, 0.094, 0.096, 0.098, 0.116, 0.095, 0.123, 0.122, 0.110

No. 6
A single C4H7NO2 molecule, computed with ωB97M-V/def2-TZVPD.

```
14
Properties=species:S:1:pos:R:3:forces:R:3
O -1.354933 2.423706 -0.754434 0.581 -0.016 -0.181
N -0.245880 1.941657 -0.775053 -0.590 0.058 0.037
C -0.144231 0.818483 0.154634 -0.042 0.014 0.084
C 1.233867 0.290927 0.591129 0.109 0.114 0.052
C 0.663752 -1.139421 0.449970 0.005 -0.188 0.027
C -0.398939 -0.569748 -0.494917 0.261 0.016 -0.094
O -1.675919 -1.114317 -0.366652 -0.178 0.005 -0.216
H -0.895463 0.962512 0.935405 0.264 -0.070 0.186
H 1.618794 0.594167 1.567802 -0.142 -0.018 -0.169
H 1.995131 0.498983 -0.168917 -0.194 0.019 0.085
H 0.184113 -1.465888 1.377634 0.060 0.023 -0.129
H 1.307700 -1.935489 0.068763 -0.080 0.142 0.068
H -0.045476 -0.571695 -1.535821 -0.050 -0.008 0.132
H -2.242516 -0.733877 -1.049543 -0.004 -0.092 0.118
```
Forces are in eV/Å.

Computed properties:
LUMO level = -0.001 Eh
Orbital gap = 9.13 eV
Relative energy (zero: lowest compared OMol25 entry of this formula, charge and spin) = 90.2 kcal/mol
SMILES = O=N[C@@H]1CC[C@H]1O
Molar mass = 101.1 g/mol
Net charge = 0

Charges in e, computed with Löwdin, in the same order as the atoms: -0.004, -0.002, -0.280, -0.112, -0.111, -0.358, 0.001, 0.154, 0.106, 0.114, 0.121, 0.110, 0.158, 0.103

Q: Number 3 is which compound?
A: C7H18F2N2Si2